P | Entry from the Open Molecules 2025 dataset: C4H6N2 in the gas phase (the ωB97M-V functional and the def2-TZVPD basis).

Each line ends with the natural charge from an NBO analysis.
Geometry (Å):
N (0.9287, 0.5875, 0.3118)  -0.52
N (1.0661, -0.0620, -1.7800)  -0.45
C (-0.2269, -0.1065, 0.0615)  0.08
C (-0.1187, -0.4955, -1.2419)  -0.10
C (-1.3028, -0.3252, 1.0496)  -0.65
C (1.6585, 0.6027, -0.8296)  0.15
H (1.1186, 0.9827, 1.2197)  0.41
H (-1.7936, -1.2854, 0.9062)  0.23
H (-0.8213, -1.0633, -1.8305)  0.20
H (-0.9809, -0.3483, 2.0878)  0.22
H (-2.1226, 0.4056, 1.0326)  0.22
H (2.5948, 1.1079, -0.9873)  0.20

**Orbital gap**: 9.41 eV
**Charge**: 0
**E_HOMO**: -8.53 eV
**Lowest unoccupied orbital energy**: 0.88 eV
**SMILES**: Cc1cnc[nH]1


Q | Entry from the Open Molecules 2025 dataset: a molecular structure, C4H6N2 (the ωB97M-V functional and the def2-TZVPD basis).

Each line ends with the natural charge from an NBO analysis.
Geometry (Å):
N (1.0793, 0.4642, 0.3185)  -0.63
N (-0.7128, 0.7182, -1.7844)  -0.87
C (0.2505, -0.9999, 1.4989)  -0.36
C (-0.9141, -0.3548, -0.8561)  -0.09
C (-0.0417, -0.4174, 0.1495)  0.17
C (1.1718, -0.0266, 1.6384)  0.03
H (-0.0233, -1.8534, 2.1008)  0.23
H (-0.4546, 0.4229, -2.7153)  0.37
H (1.0517, 1.4282, 0.0322)  0.39
H (1.8460, 0.3279, 2.4078)  0.20
H (-1.7489, -1.0545, -0.9551)  0.18
H (-1.5039, 1.3452, -1.8352)  0.37

**Orbital gap**: 9.39 eV
**Charge**: 0
**E_HOMO**: -8.27 eV
**Lowest unoccupied orbital energy**: 1.12 eV


R | Entry from the Open Molecules 2025 dataset: a molecular structure, C4H6N2 (the ωB97M-V functional and the def2-TZVPD basis).

Each line ends with the natural charge from an NBO analysis.
Geometry (Å):
N (-2.8211, 0.4261, 0.1732)  -0.32
N (0.3718, -1.3422, 0.6337)  -0.54
C (0.6670, -0.2944, -0.3342)  -0.14
C (0.8440, 1.0998, 0.0547)  -0.62
C (-0.6644, -0.9647, -0.4214)  -0.19
C (-1.8993, -0.2102, -0.0229)  0.26
H (-0.9595, -1.7178, -1.1872)  0.25
H (0.1766, -0.9357, 1.5684)  0.37
H (0.0738, 1.9445, -0.5752)  0.27
H (2.1742, 1.3323, -0.2281)  0.24
H (1.3387, -0.5901, -1.2154)  0.22
H (0.6982, 1.2523, 1.5546)  0.21

**Orbital gap**: 10.76 eV
**Charge**: 0
**E_HOMO**: -10.10 eV
**Lowest unoccupied orbital energy**: 0.66 eV


Most favorable structure: P. The second most favorable one is 263.3 kJ/mol above it.


P | Entry from the Open Molecules 2025 dataset: C4H6N2 in the gas phase (the ωB97M-V functional and the def2-TZVPD basis).

Each line ends with the natural charge from an NBO analysis.
Geometry (Å):
N (2.8395, -0.3874, -1.0852)  -0.32
N (-0.4519, -1.0203, -0.3049)  -0.59
C (-0.2670, 0.8585, 0.6318)  -0.41
C (0.6658, -0.3479, 0.3905)  -0.15
C (1.8864, -0.2654, -0.4376)  0.26
C (-1.2657, 0.2174, -0.3635)  -0.21
H (-1.4315, 0.6554, -1.3519)  0.19
H (0.1117, 1.8736, 0.7395)  0.23
H (-2.2444, 0.0442, 0.1027)  0.19
H (-0.1950, -1.3869, -1.2120)  0.37
H (0.9776, -0.8298, 1.3250)  0.23
H (-0.7995, 0.6677, 1.5467)  0.22

**Orbital gap**: 10.61 eV
**Charge**: 0
**E_HOMO**: -9.75 eV
**Lowest unoccupied orbital energy**: 0.86 eV
**SMILES**: N#C[C@H]1CCN1


Q | Entry from the Open Molecules 2025 dataset: C4H6N2 in the gas phase (the ωB97M-V functional and the def2-TZVPD basis).

Each line ends with the natural charge from an NBO analysis.
Geometry (Å):
N (1.4729, 0.3379, -0.0544)  -0.17
N (0.3468, -0.1691, 0.2103)  -0.19
C (-0.7476, -0.1180, -0.5941)  -0.12
C (-1.4955, 0.9778, 0.0401)  -0.14
C (2.6714, -0.0335, 0.0502)  -0.14
C (-2.0200, -0.3709, 0.2231)  -0.44
H (-0.6901, -0.3131, -1.6577)  0.21
H (-1.1369, 1.6079, 0.8333)  0.20
H (-1.9563, -0.8945, 1.1701)  0.22
H (2.9757, -1.0640, 0.2241)  0.16
H (-2.8599, -0.6751, -0.3879)  0.23
H (3.4395, 0.7145, -0.0571)  0.19

**Orbital gap (alpha / beta)**: 7.82 / 8.39 eV
**Charge**: 0
**E_HOMO (alpha / beta)**: -7.77 / -8.34 eV
**Lowest unoccupied orbital energy (alpha / beta)**: 0.05 / 0.06 eV


R | Entry from the Open Molecules 2025 dataset: C4H6N2 in the gas phase (the ωB97M-V functional and the def2-TZVPD basis).

Each line ends with the natural charge from an NBO analysis.
Geometry (Å):
N (-1.6550, -0.2053, 0.0813)  -0.80
N (1.4344, -0.5824, 0.3705)  -0.58
C (1.1766, 0.5303, 1.0923)  0.07
C (0.4598, 1.5182, 0.8089)  -0.26
C (-0.5830, -0.2253, -0.8553)  -0.11
C (0.5948, -0.9156, -0.6655)  -0.07
H (-0.9837, -0.3201, -1.8593)  0.19
H (1.0213, -1.5626, -1.4210)  0.20
H (-1.3302, -0.0745, 1.0307)  0.37
H (2.3733, -0.9539, 0.3746)  0.41
H (-2.3479, 0.4943, -0.1518)  0.37
H (-0.1604, 2.2967, 1.1945)  0.22

**Orbital gap**: 7.93 eV
**Charge**: 0
**E_HOMO**: -7.36 eV
**Lowest unoccupied orbital energy**: 0.57 eV
**SMILES**: C#CN/C=C\N


S | Entry from the Open Molecules 2025 dataset: C4H6N2 in the gas phase (the ωB97M-V functional and the def2-TZVPD basis).

Each line ends with the natural charge from an NBO analysis.
Geometry (Å):
N (2.0538, -0.1734, -0.3958)  -0.52
N (1.5396, 1.6019, 0.6862)  -0.13
C (-0.1778, 0.0402, 0.1323)  -0.14
C (0.3106, 1.3009, 0.5337)  -0.09
C (-1.6230, -0.3035, 0.0641)  -0.63
C (0.8670, -0.7281, -0.3488)  0.04
H (2.7894, -0.8703, -0.5828)  0.37
H (-1.7737, -1.2963, 0.4982)  0.22
H (0.6738, -1.7527, -0.6784)  0.20
H (-2.0074, -0.3157, -0.9602)  0.22
H (-0.4378, 2.0912, 0.4010)  0.24
H (-2.2146, 0.4059, 0.6506)  0.22

**Orbital gap (alpha / beta)**: 7.37 / 8.04 eV
**Charge**: 0
**E_HOMO (alpha / beta)**: -8.23 / -8.16 eV
**Lowest unoccupied orbital energy (alpha / beta)**: -0.86 / -0.12 eV


Most favorable structure: P. The second most favorable one is 194.6 kJ/mol above it.


P | Entry from the Open Molecules 2025 dataset: C4H6N2 in the gas phase (the ωB97M-V functional and the def2-TZVPD basis).

Each line ends with the natural charge from an NBO analysis.
Geometry (Å):
N (0.3613, 0.5346, 0.8319)  -0.38
N (-1.6726, 0.1521, -0.4130)  -0.37
C (-0.9877, -0.1212, 0.8531)  -0.12
C (1.2521, -0.4995, 0.3016)  -0.25
C (0.6122, 0.5022, -0.6180)  -0.17
C (-0.7489, 0.4266, -1.2401)  0.09
H (-1.5738, 0.1599, 1.7232)  0.20
H (-0.9698, 0.6787, -2.2785)  0.20
H (2.3263, -0.3760, 0.3885)  0.20
H (0.9423, -1.4956, 0.6080)  0.20
H (1.3040, 1.2462, -1.0094)  0.22
H (-0.8454, -1.2080, 0.8526)  0.17

**Orbital gap**: 10.16 eV
**Charge**: 0
**E_HOMO**: -9.18 eV
**Lowest unoccupied orbital energy**: 0.98 eV
**SMILES**: C1=NCN2C[C@@H]12


Q | Entry from the Open Molecules 2025 dataset: C4H6N2 in the gas phase (the ωB97M-V functional and the def2-TZVPD basis).

Each line ends with the natural charge from an NBO analysis.
Geometry (Å):
N (-1.0133, -0.3664, -1.7299)  0.00
N (-0.6640, -1.3980, -1.1950)  -0.28
C (-0.1824, -0.0449, 0.8367)  -0.44
C (0.2569, -1.0838, -0.1368)  -0.10
C (0.9705, 0.2526, -0.0938)  -0.44
C (-1.2144, 0.6910, -2.2142)  -0.08
H (-1.0417, 0.5391, 0.6062)  0.21
H (-0.0058, -0.1312, 1.9283)  0.23
H (0.7917, 0.8307, -0.9573)  0.22
H (2.0347, 0.4614, 0.2644)  0.23
H (-1.9091, 1.4537, -2.2859)  0.22
H (0.5810, -2.0942, 0.2745)  0.23

**Orbital gap**: 9.37 eV
**Charge**: 0
**E_HOMO**: -8.25 eV
**Lowest unoccupied orbital energy**: 1.11 eV


R | Entry from the Open Molecules 2025 dataset: C4H6N2 in the gas phase (the ωB97M-V functional and the def2-TZVPD basis).

Each line ends with the natural charge from an NBO analysis.
Geometry (Å):
N (-0.1435, -1.1059, 0.0959)  -0.53
N (2.0389, -0.0290, 0.2912)  -0.82
C (-1.4730, -0.7404, -0.0263)  -0.10
C (0.6443, 0.0145, 0.0810)  0.29
C (-1.5197, 0.6236, -0.1149)  -0.29
C (-0.1790, 1.1042, -0.0478)  -0.37
H (2.5409, -0.6179, -0.3684)  0.37
H (2.4046, 0.9135, 0.1916)  0.38
H (0.1995, -2.0492, 0.1674)  0.41
H (0.1668, 2.1278, -0.0689)  0.21
H (-2.4044, 1.2395, -0.2151)  0.22
H (-2.2681, -1.4746, 0.0054)  0.21

**Orbital gap**: 8.50 eV
**Charge**: 0
**E_HOMO**: -7.49 eV
**Lowest unoccupied orbital energy**: 1.01 eV
**SMILES**: Nc1ccc[nH]1


S | Entry from the Open Molecules 2025 dataset: C4H6N2 in the gas phase (the ωB97M-V functional and the def2-TZVPD basis).

Each line ends with the natural charge from an NBO analysis.
Geometry (Å):
N (1.6594, -0.6025, 0.6351)  -0.51
N (-1.2470, -0.7090, 0.3771)  -0.63
C (0.9509, -0.0672, -0.4536)  -0.21
C (-1.0471, 0.7084, 0.1268)  -0.04
C (0.2829, 1.1456, 0.0459)  -0.16
C (-0.3681, -0.7940, -0.7179)  0.05
H (0.6657, 2.1526, 0.1627)  0.23
H (1.5595, 0.0599, -1.3537)  0.21
H (0.9795, -0.8464, 1.3588)  0.28
H (-0.6561, -1.4029, -1.5739)  0.21
H (-0.8446, -0.9788, 1.2737)  0.35
H (-1.9349, 1.3342, 0.1190)  0.22

**Orbital gap (alpha / beta)**: 9.19 / 7.48 eV
**Charge**: 0
**E_HOMO (alpha / beta)**: -9.22 / -7.60 eV
**Lowest unoccupied orbital energy (alpha / beta)**: -0.03 / -0.12 eV


Most favorable structure: R. The second most favorable one is 212.6 kJ/mol above it.


P | Entry from the Open Molecules 2025 dataset: a molecular structure, C4H6N2 (the ωB97M-V functional and the def2-TZVPD basis).

Each line ends with the natural charge from an NBO analysis.
Geometry (Å):
N (-0.1840, -1.0448, 0.1618)  -0.57
N (1.8801, -0.3832, 0.1276)  -0.79
C (-1.5973, 0.6596, -0.1615)  -0.31
C (0.5132, 0.0982, 0.0004)  0.17
C (-1.4969, -0.7100, 0.0632)  -0.08
C (-0.2831, 1.2020, -0.2044)  -0.34
H (-2.5186, 1.2184, -0.2813)  0.21
H (2.4588, -0.3238, -0.7089)  0.40
H (-2.2841, -1.4471, 0.1584)  0.20
H (1.1459, -1.4315, 0.2735)  0.48
H (2.4010, -0.0524, 0.9382)  0.40
H (0.0045, 2.2332, -0.3614)  0.22

**Orbital gap**: 8.34 eV
**Charge**: 0
**E_HOMO**: -7.76 eV
**Lowest unoccupied orbital energy**: 0.58 eV


Q | Entry from the Open Molecules 2025 dataset: a molecular structure, C4H6N2 (the ωB97M-V functional and the def2-TZVPD basis).

Each line ends with the natural charge from an NBO analysis.
Geometry (Å):
N (0.4381, -1.5885, 0.0969)  -0.78
N (-0.8806, 0.6977, 2.0334)  -0.58
C (0.1119, 0.3791, -1.4338)  -0.44
C (-0.8052, 0.2583, 0.8891)  0.45
C (-0.2211, -0.3639, -0.1678)  0.01
C (0.6997, 1.0657, -0.2415)  -0.39
H (-0.6865, 0.8221, -2.0269)  0.21
H (-0.0067, 1.8950, -0.0390)  0.16
H (0.8144, -0.2236, -2.0077)  0.23
H (-0.0720, -2.3678, -0.3027)  0.38
H (0.0444, 1.1683, 2.1079)  0.39
H (0.5636, -1.7426, 1.0921)  0.37

**Orbital gap**: 8.63 eV
**Charge**: 0
**E_HOMO**: -8.17 eV
**Lowest unoccupied orbital energy**: 0.46 eV


Most favorable structure: P. The second most favorable one is 305.2 kJ/mol above it.


P | Entry from the Open Molecules 2025 dataset: 2 unconnected molecules or ions with the total composition C7H7N (the ωB97M-V functional and the def2-TZVPD basis).

Each line ends with the natural charge from an NBO analysis.
Geometry (Å):
N (-1.8866, 1.2305, -0.1767)  -0.42
C (3.9309, 0.2148, -0.1165)  -0.22
C (-1.7489, -1.2399, -0.0231)  -0.27
C (2.8745, -0.3646, -0.0190)  -0.29
C (0.1586, 0.1210, 0.1574)  -0.26
C (-0.4066, -1.1611, 0.0014)  -0.21
C (-2.4083, -0.0539, -0.0820)  0.03
C (-0.6014, 1.3877, 0.1152)  0.03
H (-0.1257, 2.4607, 0.2204)  0.22
H (0.2516, -2.0646, 0.0004)  0.22
H (1.9560, -0.9897, 0.0981)  0.25
H (1.2669, 0.0646, 0.8546)  0.24
H (-2.3259, -2.1336, -0.0207)  0.23
H (-3.5115, -0.0475, 0.1358)  0.20
H (4.9030, 0.6724, -0.2518)  0.24

**Orbital gap**: 9.84 eV
**Charge**: 0
**E_HOMO**: -9.26 eV
**Lowest unoccupied orbital energy**: 0.57 eV
**SMILES**: c1ccncc1.C#C


Q | Entry from the Open Molecules 2025 dataset: C7H7N in the gas phase (the ωB97M-V functional and the def2-TZVPD basis).

Each line ends with the natural charge from an NBO analysis.
Geometry (Å):
N (-2.3079, -0.3078, 0.2652)  -0.81
C (-0.4550, 0.8776, -1.0357)  -0.41
C (0.8361, 0.8442, -0.3191)  0.02
C (-1.0608, 0.0165, -0.1802)  0.23
C (0.7472, 0.7118, 1.2544)  -0.38
C (1.7289, -0.2302, -0.8048)  -0.18
C (1.3028, -1.2586, -0.0735)  -0.24
C (0.1918, -0.5379, 0.7251)  -0.11
H (-3.1464, -0.0096, -0.2246)  0.39
H (-0.9251, 1.5908, -1.6830)  0.22
H (0.1555, 1.4436, 1.6960)  0.23
H (-2.4558, -1.2034, 0.7685)  0.39
H (1.7982, 0.4457, 1.5427)  0.24
H (1.3492, -2.2914, -0.2069)  0.21
H (2.2413, -0.0913, -1.7242)  0.21

**Orbital gap**: 8.30 eV
**Charge**: 0
**E_HOMO**: -7.43 eV
**Lowest unoccupied orbital energy**: 0.87 eV
**SMILES**: NC1=C[C@]23C=C[C@]12C3


R | Entry from the Open Molecules 2025 dataset: C7H7N in the gas phase (the ωB97M-V functional and the def2-TZVPD basis).

Each line ends with the natural charge from an NBO analysis.
Geometry (Å):
N (0.7201, 3.1970, -0.8934)  -0.31
C (-0.2534, 0.9816, 0.0348)  -0.16
C (-0.5821, -2.1558, -0.8651)  -0.37
C (-1.5556, 1.0348, -0.1071)  -0.29
C (0.3915, 2.1579, -0.5575)  0.27
C (0.2850, -1.6070, -0.0678)  -0.21
C (0.5284, -0.2130, 0.4200)  -0.12
C (1.5791, 0.2547, 1.1104)  -0.32
H (-2.2337, 0.0236, -0.0878)  0.22
H (2.4775, -0.3879, 1.4166)  0.20
H (-1.9361, 2.0787, -0.1938)  0.23
H (-1.0726, -3.1725, -1.0743)  0.26
H (1.2001, -2.3177, 0.0987)  0.20
H (-1.3655, -1.1819, -1.0370)  0.16
H (1.8173, 1.3074, 1.8032)  0.24

**Orbital gap**: 9.52 eV
**Charge**: 0
**E_HOMO**: -9.52 eV
**Lowest unoccupied orbital energy**: 0.00 eV
**SMILES**: C=CC(=C)C(=C)C#N


Most favorable structure: P. The second most favorable one is 23.6 kJ/mol above it.